1.
{"formula": "C44H41BrN8O2RuS", "method": "ωB97M-V/def2-TZVPD", "symbols": ["Ru", "O", "C", "C", "C", "C", "C", "C", "C", "O", "N", "N", "C", "C", "Br", "C", "C", "C", "C", "C", "C", "C", "H", "H", "H", "H", "H", "H", "H", "H", "H", "H", "H", "H", "H", "H", "C", "C", "C", "C", "C", "C", "C", "C", "S", "C", "N", "C", "C", "C", "C", "C", "C", "C", "C", "H", "H", "H", "H", "H", "H", "H", "H", "H", "H", "H", "H", "H", "H", "H", "H", "C", "C", "N", "C", "C", "N", "C", "N", "N", "N", "C", "C", "C", "C", "C", "C", "H", "H", "H", "H", "H", "H", "H", "H", "H", "H", "H"], "coordinates": [[1.25, -0.36, 0.23], [4.71, -1.70, 2.50], [4.33, -2.95, 2.84], [5.22, -3.67, 3.63], [4.92, -4.97, 4.01], [3.73, -5.57, 3.62], [2.85, -4.85, 2.84], [3.13, -3.54, 2.45], [2.15, -2.81, 1.58], [1.90, -1.44, 2.02], [2.71, -2.67, 0.26], [1.89, -2.00, -0.64], [1.92, -2.32, -1.89], [1.24, -1.48, -2.86], [0.62, 0.17, -2.10], [1.07, -1.81, -4.15], [0.45, -1.09, -5.26], [0.49, 0.30, -5.40], [-0.11, 0.91, -6.49], [-0.75, 0.14, -7.46], [-0.77, -1.24, -7.34], [-0.16, -1.85, -6.26], [4.04, -1.28, 1.93], [6.15, -3.20, 3.93], [5.63, -5.51, 4.62], [3.50, -6.58, 3.91], [1.91, -5.30, 2.53], [1.17, -3.31, 1.56], [3.12, -3.53, -0.09], [2.49, -3.17, -2.25], [1.40, -2.82, -4.39], [1.02, 0.91, -4.68], [-0.06, 1.98, -6.59], [-1.22, 0.63, -8.31], [-1.25, -1.84, -8.10], [-0.17, -2.93, -6.18], [2.75, 3.67, -2.93], [2.38, 4.83, -2.00], [1.09, 5.48, -2.53], [3.52, 5.85, -2.02], [2.12, 4.35, -0.57], [2.03, 5.29, 0.47], [1.79, 4.93, 1.78], [1.60, 3.58, 2.06], [1.31, 2.80, 3.57], [1.22, 1.27, 2.76], [1.42, 1.32, 1.47], [1.65, 2.63, 1.04], [1.93, 3.01, -0.27], [0.88, 0.07, 3.55], [0.18, 0.27, 4.75], [-0.24, -0.79, 5.53], [0.02, -2.08, 5.12], [0.72, -2.31, 3.95], [1.16, -1.25, 3.18], [3.00, 4.07, -3.91], [1.93, 2.97, -3.05], [3.62, 3.12, -2.56], [1.25, 5.86, -3.54], [0.79, 6.32, -1.89], [0.27, 4.76, -2.55], [3.77, 6.10, -3.06], [4.42, 5.45, -1.55], [3.25, 6.78, -1.52], [2.17, 6.34, 0.25], [1.74, 5.68, 2.56], [2.00, 2.25, -1.02], [-0.06, 1.28, 5.05], [-0.78, -0.59, 6.45], [-0.32, -2.92, 5.71], [0.92, -3.33, 3.67], [-1.86, 1.59, 0.96], [-1.94, 0.16, 0.55], [-1.05, -0.78, 0.80], [-1.55, -1.94, 0.24], [-2.74, -1.70, -0.35], [-2.99, -0.35, -0.16], [-4.20, 0.35, -0.52], [-5.22, 0.25, 0.47], [-5.22, 1.13, 1.51], [-6.13, 0.80, 2.35], [-6.76, -0.34, 1.89], [-7.81, -1.08, 2.44], [-8.23, -2.18, 1.73], [-7.63, -2.55, 0.51], [-6.60, -1.83, -0.05], [-6.17, -0.71, 0.68], [-1.04, 1.70, 1.67], [-2.78, 1.91, 1.44], [-1.66, 2.24, 0.11], [-1.01, -2.87, 0.31], [-3.43, -2.34, -0.87], [-4.57, -0.07, -1.46], [-3.97, 1.40, -0.67], [-8.26, -0.78, 3.37], [-9.04, -2.78, 2.12], [-8.00, -3.42, -0.01], [-6.15, -2.11, -0.99]], "charge": 1, "homo_lumo_gap_ev": [6.630, 6.401], "lumo_ha": [-0.100, -0.104], "s_squared": 0.755, "multiplicity": 2}

2.
{"formula": "CHBrN2", "method": "ωB97M-V/def2-TZVPD", "symbols": ["C", "N", "N", "Br", "H"], "coordinates": [[-0.10, 0.08, -0.32], [0.21, 0.34, -1.61], [0.06, 0.39, 0.90], [-1.12, -0.19, 2.19], [0.94, -0.62, -1.16]], "homo_lumo_gap_ev": 9.462, "relative_energy_kcal_mol": 50.97, "lumo_ha": -0.023}

3.
{"formula": "C2H3ClFNO", "method": "ωB97M-V/def2-TZVPD", "symbols": ["C", "C", "N", "O", "F", "Cl", "H", "H", "H"], "coordinates": [[2.23, 0.97, 0.24], [0.14, 0.06, 0.12], [1.57, -0.16, 0.04], [1.82, 2.09, 0.30], [3.62, 0.59, 0.35], [2.36, -1.67, -0.48], [-0.17, -0.55, 0.94], [0.11, 1.07, 0.48], [-0.43, -0.18, -0.71]], "homo_lumo_gap_ev": [7.693, 7.755], "relative_energy_kcal_mol": 14.32, "lumo_ha": [0.025, -0.127], "s_squared": 2.011, "multiplicity": 3}

4.
{"formula": "C4H11FO5P", "method": "ωB97M-V/def2-TZVPD", "symbols": ["O", "O", "C", "P", "F", "H", "H", "H", "H", "H", "C", "O", "C", "O", "O", "C", "H", "H", "H", "H", "H", "H"], "coordinates": [[2.27, -3.98, -0.09], [2.13, -2.71, -0.34], [0.72, -2.30, -0.38], [-0.54, -3.73, -0.44], [-2.04, -3.03, -1.12], [2.67, -4.35, -0.96], [0.50, -1.59, 0.53], [0.57, -1.66, -1.38], [-0.11, -4.81, -1.29], [-0.92, -4.22, 0.89], [1.51, 3.52, 1.37], [0.72, 2.39, 1.01], [-0.44, 2.71, 0.38], [-0.83, 3.83, 0.11], [-1.09, 1.55, 0.09], [-2.34, 1.73, -0.58], [2.42, 3.15, 1.87], [1.82, 4.08, 0.48], [0.97, 4.16, 2.07], [-2.19, 2.22, -1.54], [-3.03, 2.30, 0.05], [-2.77, 0.74, -0.75]], "charge": 1, "homo_lumo_gap_ev": 7.261, "lumo_ha": -0.219}